A 3-piece molecular cluster, C3H15N2O3 overall, computed with ωB97M-V/def2-TZVPD.

ORCA input file:
```
! wB97M-V def2-TZVPD RIJCOSX def2/J DEFGRID3
* xyz 1 1
N 0.4762 -0.6226 0.7362
C 0.6708 0.8595 0.7968
C 2.1668 1.1218 0.7873
O 2.6927 0.5879 2.0029
C -0.0841 1.4743 -0.3667
N -1.5209 1.3068 -0.1280
H 1.1179 -1.0501 1.4018
H 0.6701 -0.9313 -0.2312
H -0.5135 -0.8231 0.9263
H 0.2876 1.1937 1.7510
H 2.3441 2.1823 0.6582
H 2.6576 0.5266 0.0083
H 3.1076 1.2303 2.5904
H 0.2661 2.4968 -0.4878
H 0.1713 0.9183 -1.2759
H -2.0286 2.1809 -0.1921
H -1.9248 0.6956 -0.8224
H -3.7554 -1.7336 -1.1459
H -2.9122 -2.9761 -0.7951
O -2.8924 -2.0120 -0.8161
H -1.1012 -2.2719 -1.5241
H 0.2624 -2.3025 -2.3513
O -0.1580 -2.0517 -1.5229
*
```

E_tot: -12471.20193 eV
energy relative to the best compared isomer or geometry (same formula, charge and spin): 0.634 eV